# C16H17N3O2PdS2Te

A molecular structure, C16H17N3O2PdS2Te (ωB97M-V/def2-TZVPD, the Open Molecules 2025 dataset).

Last column: natural (NBO) charge in e.
CARTESIAN COORDINATES (ANGSTROEM)
Te: -1.9710 0.3083 -1.6451  0.241
Pd: 0.2338 -0.4959 -0.8110  0.677
S: 0.4070 2.5984 -1.7536  0.401
S: 1.2126 -1.4602 1.3558  2.256
O: 1.7717 -2.2228 2.4357  -0.935
O: 2.1778 -1.0365 0.3388  -0.972
N: 2.0359 -0.3427 -2.4826  -1.080
N: 0.2301 -2.9839 -1.4743  -0.495
N: -0.0568 -2.1742 0.6725  -0.910
C: -1.2482 2.2293 -2.0966  -0.489
C: -1.7791 3.3556 3.5158  -0.630
C: 0.4072 -0.0001 2.0177  -0.244
C: 0.6339 -5.2918 -1.8970  -0.279
C: 0.4438 -3.9891 -2.3142  0.045
C: 0.3926 -4.5305 0.3533  -0.252
C: -1.0181 2.1876 2.9738  0.007
C: -0.1965 2.3152 1.8591  -0.210
C: -1.1093 0.9505 3.6070  -0.199
C: 0.2395 4.1797 -2.4084  -0.431
C: 0.5262 1.2295 1.3798  -0.233
C: -1.0178 4.3989 -2.8780  -0.246
C: -0.4062 -0.1404 3.1263  -0.201
C: 0.1999 -3.2390 -0.1554  0.335
C: -1.8665 3.2875 -2.7024  -0.309
C: 0.6024 -5.5627 -0.5325  -0.152
H: 0.7479 -6.5698 -0.1688  0.219
H: -1.6392 3.4189 4.5935  0.221
H: 0.4540 -3.7312 -3.3678  0.191
H: -1.3258 5.3198 -3.3420  0.225
H: 2.2576 0.4863 -3.0234  0.386
H: 0.3653 -4.6832 1.4196  0.236
H: 2.8064 -0.5745 -1.8591  0.400
H: -1.7308 0.8388 4.4843  0.214
H: -0.4634 -1.1043 3.6067  0.238
H: 1.2443 1.3510 0.5609  0.238
H: -2.8941 3.2433 -3.0163  0.226
H: 0.8006 -6.0791 -2.6129  0.220
H: 1.0733 4.8519 -2.3984  0.235
H: -2.8427 3.2286 3.3172  0.227
H: -1.4511 4.2855 3.0592  0.218
H: 1.8606 -1.1288 -3.1040  0.388
H: -0.1089 3.2741 1.3683  0.220

Atoms 1-2, force components in eV/Å:
-0.7 0.0 -0.1
1.4 -0.1 -1.1

Relative energy (zero: lowest compared OMol25 entry of this formula, charge and spin)   54.92 kcal per mole
HOMO-LUMO gap (alpha / beta)   5.55 / 6.02 eV
DFT total energy   -2126.858640 hartree
E_HOMO (alpha / beta)   -7.23 / -7.28 eV
LUMO (alpha / beta)   -1.68 / -1.27 eV